DFT (ωB97M-V with the def2-TZVPD basis set) results for a 2-piece molecular cluster, C10H17BF7N4O4P overall.

Computed properties:
- max |F| (hartree/bohr) = 0.0252
- HOMO-LUMO gap (eV) = 7.1
- LUMO energy (eV) = -0.7
- total charge = 0
- E (eV) = -53784.7097
- HOMO energy (eV) = -7.8

Geometry as XYZ:
```
44
Properties=species:S:1:pos:R:3:forces:R:3
C 3.30780 -0.37605 2.06572 0.4738 0.0737 -0.0732
O 2.68109 0.56850 1.17763 -0.4388 -0.3124 -0.0504
B 1.64601 1.31353 1.62035 -0.0418 0.5515 0.5362
O 1.46189 1.76066 2.88364 0.4331 -0.4089 0.0599
N 0.69082 1.74882 0.49062 0.4925 -0.7473 -0.9350
C 1.39888 2.24960 -0.54598 -0.1228 0.5645 0.0510
N 1.98885 3.45412 -0.34771 -0.2555 -0.1581 -0.0528
N 1.53720 1.66341 -1.73709 -0.4814 -0.1256 0.5809
C 1.30396 0.21656 -1.84459 -0.1773 -0.1546 -0.2647
C 0.31689 -0.35143 -0.80860 0.3941 0.2481 -0.2718
C -0.33947 0.71760 0.08465 0.0110 -0.2965 -0.1161
P -0.86873 -0.11672 1.71189 -0.3934 0.3373 0.4932
N -1.21188 0.83429 2.91254 0.3272 -0.0091 -0.3123
C -1.52010 1.51597 -0.55731 0.1898 -0.1751 0.4147
F -1.73799 2.59579 0.23294 -0.2864 0.0813 -0.1058
F -1.19016 2.00607 -1.78993 0.2142 -0.0088 0.1035
C -2.93418 0.85269 -0.74287 0.4434 0.2308 -0.9871
F -3.44546 0.56836 0.43893 -0.3576 -0.3852 0.6778
F -3.71284 1.78522 -1.32246 -0.0993 0.3963 -0.0302
C -3.01548 -0.36689 -1.70998 0.8652 0.5633 0.1443
F -2.39407 -0.06276 -2.84946 0.0481 0.2407 -0.4639
F -2.38804 -1.40949 -1.20489 -0.3700 -0.6395 0.5318
F -4.26087 -0.66080 -1.98128 -0.7153 -0.2321 0.0926
H 3.98994 0.13749 2.74618 -0.1753 -0.0242 0.0231
H 3.87773 -1.06778 1.44641 -0.1000 0.0912 0.0004
H 2.55863 -0.94797 2.61362 0.0096 0.1078 0.0169
H 0.92728 1.22446 3.49302 -0.3492 0.2710 -0.1570
H 2.93429 3.62647 -0.64538 -0.2110 0.1080 -0.4428
H 1.46642 4.17690 0.12145 0.2788 -0.1852 0.4436
H 1.17884 2.22899 -2.49465 0.6698 0.1096 -0.1927
H 0.96482 0.02058 -2.86278 -0.0320 0.0902 0.1069
H 2.26462 -0.28753 -1.73705 -0.0459 0.0646 0.0329
H -0.41276 -0.96896 -1.31997 0.1398 0.1239 0.1421
H 0.85123 -1.05894 -0.16652 -0.1873 0.1442 -0.1387
H 0.21199 -0.99609 1.88952 0.0354 0.1292 -0.0030
H -1.91381 -0.95370 1.36443 0.0808 -0.3453 -0.2491
H -1.12149 1.82458 2.72095 -0.1757 -0.0226 0.1465
C -1.24454 -4.31639 -0.61006 0.2805 0.0873 -0.1165
C -0.00433 -3.45050 -0.29773 -0.4501 -0.2243 -0.0697
O 1.00356 -3.57506 -1.00586 0.1410 0.1765 -0.0509
O -0.16432 -2.60850 0.64029 -0.0668 -0.2927 0.3495
H -1.06564 -4.97658 -1.45606 0.0785 -0.0213 0.0091
H -1.56602 -4.90666 0.24789 0.0861 0.0958 0.0899
H -2.05058 -3.63187 -0.86444 -0.1597 -0.1180 0.0368
```
Forces are in eV/Å.

Löwdin population analysis, charges in e, atoms 1 to 5:
1. C -0.0068
2. O 0.0659
3. B -0.7678
4. O 0.1812
5. N 0.1568